(1)
{
  "formula": "C11H13BrSi",
  "method": "wB97M-V/def2-TZVPD",
  "species": ["C", "C", "Si", "Br", "C", "C", "C", "C", "C", "C", "C", "C", "C", "H", "H", "H", "H", "H", "H", "H", "H", "H", "H", "H", "H", "H"],
  "coordinates": [[3.754, -2.750, -0.594], [4.050, -1.682, 0.098], [2.721, -0.530, 0.511], [3.297, 1.677, 0.639], [1.037, -0.890, 0.956], [-0.061, 0.194, 1.011], [-0.568, 0.721, -0.287], [-1.182, -0.435, -0.947], [-2.493, -0.834, -0.893], [-3.315, 0.111, -0.259], [-2.997, 1.309, 0.218], [-1.713, 1.783, 0.021], [-1.351, 3.026, -0.011], [4.497, -3.349, -0.999], [2.628, -3.007, -0.616], [5.054, -1.456, 0.416], [0.623, -1.915, 0.836], [-1.015, -0.226, 1.467], [0.236, 1.128, 1.513], [0.289, 1.165, -0.805], [-0.435, -1.218, -1.166], [-2.901, -1.682, -1.446], [-4.377, -0.235, -0.211], [-3.741, 1.929, 0.671], [-0.236, 3.164, -0.220], [-1.800, 4.002, 0.097]],
  "nbo_charge": [-0.29, -0.72, 1.36, -0.31, -0.90, -0.43, -0.29, -0.10, -0.28, -0.17, -0.25, -0.02, -0.39, 0.20, 0.21, 0.24, 0.24, 0.22, 0.22, 0.23, 0.20, 0.23, 0.20, 0.22, 0.18, 0.21],
  "charge": 0,
  "mol_weight_g_mol": 253.22,
  "orbital_gap_ev": 7.6,
  "de_lowest_kj_mol": 35.2,
  "energy_ha": -3290.317734,
  "lumo_ev": -0.033,
  "smiles": "C=C/[Si](Br)=C/C[C@H]1C=CC=CC1=C",
  "homo_ev": -7.6
}

=====

(2)
{
  "formula": "C27H46NO3PdSSb",
  "method": "wB97M-V/def2-TZVPD",
  "species": ["Pd", "S", "C", "N", "C", "C", "C", "O", "C", "H", "H", "H", "H", "H", "H", "H", "H", "C", "C", "C", "C", "Sb", "C", "C", "C", "C", "C", "C", "C", "C", "H", "H", "H", "H", "H", "H", "H", "H", "H", "H", "H", "H", "H", "H", "H", "H", "H", "H", "H", "H", "H", "H", "H", "H", "H", "H", "H", "C", "C", "C", "C", "C", "C", "C", "C", "C", "C", "O", "O", "H", "H", "H", "H", "H", "H", "H", "H", "H", "H", "H"],
  "coordinates": [[-0.725, -0.284, 0.334], [-2.874, 2.247, 4.184], [-2.232, 1.407, 2.967], [-1.810, 0.808, 2.061], [1.610, 2.478, 0.660], [2.601, 1.413, 0.165], [1.792, 0.714, -0.924], [0.977, 1.726, -1.505], [0.464, 2.409, -0.372], [2.060, 3.470, 0.710], [1.218, 2.219, 1.641], [2.862, 0.703, 0.950], [3.502, 1.869, -0.253], [1.135, -0.041, -0.423], [2.387, 0.260, -1.720], [-0.365, 1.799, 0.067], [0.093, 3.382, -0.703], [-0.821, 1.066, -4.485], [-1.134, -0.401, -4.238], [-2.251, -0.864, -5.151], [0.114, -1.232, -4.492], [-1.578, -0.518, -1.988], [-3.548, 0.625, -1.693], [-3.100, 2.064, -1.471], [-4.166, 0.130, -0.394], [-4.557, 0.539, -2.828], [-2.050, -2.718, -1.498], [-2.489, -2.755, -0.039], [-3.084, -3.375, -2.401], [-0.703, -3.429, -1.573], [-0.447, 1.232, -5.500], [-0.067, 1.410, -3.779], [-1.715, 1.673, -4.354], [-1.952, -0.781, -6.202], [-3.140, -0.259, -5.008], [-2.505, -1.902, -4.954], [0.509, -1.058, -5.498], [-0.106, -2.295, -4.404], [0.890, -0.978, -3.773], [-2.484, 2.105, -0.573], [-3.960, 2.719, -1.317], [-2.521, 2.446, -2.312], [-3.387, 0.008, 0.369], [-4.696, -0.813, -0.534], [-4.879, 0.863, -0.010], [-4.183, 1.042, -3.719], [-5.490, 1.031, -2.534], [-4.786, -0.497, -3.078], [-3.523, -2.445, 0.087], [-1.834, -2.091, 0.571], [-2.394, -3.769, 0.358], [-3.991, -2.774, -2.457], [-3.355, -4.360, -2.012], [-2.693, -3.506, -3.408], [-0.014, -2.966, -0.860], [-0.263, -3.379, -2.570], [-0.807, -4.485, -1.304], [4.329, -7.393, 1.472], [3.793, -5.991, 1.576], [4.562, -4.905, 1.195], [4.058, -3.612, 1.242], [4.910, -2.458, 0.804], [2.749, -3.397, 1.666], [1.971, -4.482, 2.072], [0.581, -4.248, 2.572], [2.498, -5.764, 2.018], [2.146, -1.967, 1.666], [2.751, -1.108, 2.316], [1.125, -1.863, 0.966], [5.419, -7.392, 1.453], [3.972, -7.863, 0.552], [3.992, -8.000, 2.312], [5.580, -5.062, 0.851], [5.968, -2.722, 0.814], [4.733, -1.609, 1.462], [4.633, -2.158, -0.207], [0.609, -3.677, 3.499], [0.054, -5.185, 2.743], [0.037, -3.643, 1.850], [1.892, -6.607, 2.332]],
  "lowdin_charge": [0.12, 0.32, -1.06, -0.02, -0.15, -0.16, -0.25, -0.22, -0.25, 0.09, 0.11, 0.08, 0.10, 0.03, 0.12, 0.04, 0.11, -0.15, -0.70, -0.13, -0.14, 1.62, -0.68, -0.15, -0.15, -0.14, -0.68, -0.15, -0.13, -0.14, 0.07, 0.06, 0.06, 0.07, 0.04, 0.05, 0.07, 0.05, 0.07, 0.05, 0.08, 0.06, 0.03, 0.06, 0.08, 0.05, 0.07, 0.06, 0.05, 0.04, 0.08, 0.06, 0.07, 0.05, 0.05, 0.05, 0.08, -0.08, -0.30, -0.03, -0.21, -0.04, -0.04, -0.21, -0.03, -0.03, -0.66, -0.02, -0.07, 0.06, 0.07, 0.07, 0.10, 0.06, 0.07, 0.09, 0.09, 0.07, 0.06, 0.10],
  "charge": -2,
  "mol_weight_g_mol": 692.92,
  "orbital_gap_ev": 5.3,
  "de_lowest_kj_mol": 118.6,
  "energy_ha": -2103.218013,
  "lumo_ev": 4.377,
  "homo_ev": -0.9
}

=====

(3)
{
  "formula": "C4H10N2O2S",
  "method": "wB97M-V/def2-TZVPD",
  "species": ["C", "C", "C", "C", "N", "N", "O", "O", "S", "H", "H", "H", "H", "H", "H", "H", "H", "H", "H"],
  "coordinates": [[0.364, 0.431, 0.271], [-1.991, 1.026, -0.249], [-1.159, -1.409, -0.190], [-1.060, -0.011, 0.464], [0.818, 1.347, -0.430], [1.502, -0.442, 1.235], [2.899, -1.201, -0.807], [3.292, 1.072, 0.199], [3.068, -0.525, 0.482], [-1.732, 0.711, -1.335], [-2.976, 0.585, -0.139], [-1.898, 2.045, 0.021], [-1.651, -2.222, 0.379], [-1.718, -1.426, -1.102], [-0.164, -1.857, -0.225], [-1.249, -0.156, 1.505], [0.114, 1.827, -1.095], [2.387, 1.516, -0.273], [1.154, -1.313, 1.291]],
  "nbo_charge": [0.57, -0.61, -0.62, -0.33, -0.72, -0.86, -0.96, -0.94, 1.64, 0.21, 0.23, 0.23, 0.22, 0.22, 0.23, 0.24, 0.40, 0.52, 0.35],
  "charge": 0,
  "mol_weight_g_mol": 150.20,
  "orbital_gap_ev": 9.8,
  "de_lowest_kj_mol": 165.5,
  "energy_ha": -816.502453,
  "lumo_ev": 0.586,
  "homo_ev": -9.3
}

=====

(4)
{
  "formula": "C24H30N6O3",
  "method": "wB97M-V/def2-TZVPD",
  "species": ["C", "C", "C", "C", "O", "N", "C", "C", "C", "C", "C", "N", "C", "C", "C", "C", "C", "O", "C", "O", "C", "N", "N", "N", "C", "C", "C", "C", "C", "C", "C", "C", "N", "H", "H", "H", "H", "H", "H", "H", "H", "H", "H", "H", "H", "H", "H", "H", "H", "H", "H", "H", "H", "H", "H", "H", "H", "H", "H", "H", "H", "H", "H"],
  "coordinates": [[4.402, 0.990, -3.142], [3.575, -0.122, -2.506], [3.532, 0.016, -0.981], [2.910, -1.217, -0.284], [3.562, -1.868, 0.509], [1.648, -1.483, -0.632], [0.844, -2.514, -0.013], [-0.382, -1.893, 0.695], [-1.616, -2.520, 0.038], [-1.129, -2.904, -1.356], [0.265, -3.458, -1.081], [2.898, 1.260, -0.523], [3.624, 1.976, 0.521], [3.384, 1.367, 1.867], [4.052, 0.400, 2.556], [3.312, 0.177, 3.743], [2.249, 1.021, 3.687], [2.280, 1.748, 2.557], [1.637, 1.569, -0.873], [0.988, 0.950, -1.699], [0.981, 2.775, -0.174], [-0.427, 2.682, -0.393], [-1.093, 3.398, -1.261], [-2.312, 3.000, -1.225], [-2.373, 2.009, -0.308], [-3.576, 1.288, 0.041], [-4.750, 1.500, -0.678], [-5.896, 0.807, -0.345], [-5.901, -0.107, 0.704], [-7.140, -0.875, 1.047], [-4.724, -0.309, 1.418], [-3.572, 0.378, 1.096], [-1.174, 1.800, 0.230], [3.961, 1.962, -2.931], [5.422, 0.981, -2.761], [4.437, 0.860, -4.220], [4.022, -1.091, -2.734], [2.568, -0.104, -2.920], [4.565, 0.051, -0.622], [1.170, -0.860, -1.272], [1.504, -3.039, 0.681], [-0.384, -0.814, 0.534], [-0.357, -2.070, 1.769], [-1.917, -3.418, 0.581], [-2.460, -1.834, 0.013], [-1.780, -3.628, -1.845], [-1.066, -2.015, -1.985], [0.898, -3.489, -1.967], [0.190, -4.467, -0.675], [3.333, 3.027, 0.520], [4.690, 1.919, 0.290], [4.945, -0.106, 2.255], [3.544, -0.519, 4.521], [1.432, 1.198, 4.357], [1.326, 3.715, -0.613], [1.159, 2.747, 0.902], [-4.743, 2.210, -1.490], [-6.804, 0.976, -0.906], [-7.203, -1.051, 2.118], [-8.031, -0.343, 0.722], [-7.125, -1.845, 0.548], [-4.715, -1.015, 2.237], [-2.662, 0.225, 1.656]],
  "nbo_charge": [-0.61, -0.41, -0.12, 0.68, -0.64, -0.63, -0.06, -0.42, -0.41, -0.40, -0.41, -0.42, -0.26, 0.23, -0.26, -0.31, 0.10, -0.42, 0.70, -0.65, -0.33, 0.01, -0.02, -0.27, 0.25, -0.05, -0.17, -0.22, 0.00, -0.63, -0.21, -0.20, -0.27, 0.20, 0.20, 0.22, 0.21, 0.24, 0.22, 0.43, 0.24, 0.22, 0.21, 0.19, 0.22, 0.21, 0.20, 0.22, 0.20, 0.22, 0.23, 0.24, 0.23, 0.21, 0.25, 0.26, 0.23, 0.21, 0.22, 0.22, 0.22, 0.21, 0.23],
  "charge": 0,
  "mol_weight_g_mol": 450.54,
  "orbital_gap_ev": 9.3,
  "de_lowest_kj_mol": 314.9,
  "energy_ha": -1486.805786,
  "lumo_ev": 0.621,
  "smiles": "CC[C@H](C(=O)NC1CCCC1)N(Cc1ccco1)C(=O)Cn1nnc(-c2ccc(C)cc2)n1",
  "homo_ev": -8.7
}

=====

(5)
{
  "formula": "C5H9NO",
  "method": "wB97M-V/def2-TZVPD",
  "species": ["C", "C", "C", "C", "C", "N", "O", "H", "H", "H", "H", "H", "H", "H", "H", "H"],
  "coordinates": [[1.958, 0.260, -0.153], [0.714, 1.120, -0.480], [1.406, -0.945, 0.636], [-0.369, 0.086, -0.420], [-3.304, 0.021, 0.233], [-0.014, -1.057, 0.328], [-0.218, -1.072, -1.111], [2.413, -0.086, -1.082], [2.699, 0.814, 0.419], [0.536, 1.886, 0.274], [0.771, 1.582, -1.464], [1.910, -1.881, 0.394], [1.450, -0.787, 1.716], [-3.335, -0.829, -0.409], [-3.530, 0.990, -0.153], [-3.085, -0.103, 1.271]],
  "nbo_charge": [-0.43, -0.50, -0.27, 0.44, -0.50, -0.19, -0.39, 0.22, 0.22, 0.22, 0.23, 0.22, 0.21, 0.17, 0.17, 0.17],
  "charge": 0,
  "mol_weight_g_mol": 99.13,
  "orbital_gap_ev": [9.2, 8.7],
  "de_lowest_kj_mol": 681.8,
  "energy_ha": -325.677878,
  "lumo_ev": [0.590, 0.237],
  "homo_ev": [-8.6, -8.5]
}